Record 1
A 3-piece molecular cluster, C4H12NO2 overall in a non-equilibrium geometry. Source: OMol25; level of theory: the ωB97M-V functional and the def2-TZVPD basis.

For the lowest unoccupied orbital energy, the calculation gives -3.97 eV. For the highest occupied orbital energy, the calculation gives -15.0 eV. Its frontier orbital gap is 10.995 eV. The total charge is +1.

Cartesian coordinates (Å):
O  -1.005  1.203  -0.610
C  -0.994  0.496  0.449
C  0.179  -0.344  0.631
C  0.224  -1.970  0.536
C  -1.066  -2.592  1.244
N  1.492  0.263  0.165
H  -1.770  0.441  1.176
H  0.365  -0.381  1.710
H  0.135  -2.283  -0.507
H  1.139  -2.399  0.950
H  -1.967  -2.147  0.739
H  -1.179  -2.294  2.251
H  -1.219  -3.683  1.105
H  0.887  1.400  -0.803
H  1.876  0.628  1.052
H  2.012  -0.495  -0.263
H  1.342  3.257  -2.195
H  0.255  2.476  -2.841
O  0.707  2.559  -1.976

These are the Mulliken partial charges, in e, on atoms 1 to 6: -0.522 -0.073 0.054 -0.644 -1.265 -0.560

---

Record 2
A 2-piece molecular cluster, C4H12NO2 overall in a non-equilibrium geometry. Source: OMol25; level of theory: the ωB97M-V functional and the def2-TZVPD basis.

For the lowest unoccupied orbital energy, the calculation gives -3.41 eV. For the highest occupied orbital energy, the calculation gives -14.6 eV. Its frontier orbital gap is 11.193 eV. The total charge is +1.

Cartesian coordinates (Å):
O  -0.867  2.444  1.021
C  -0.218  1.598  1.570
C  -0.007  0.178  0.960
N  -0.494  0.336  -0.487
C  -1.956  0.159  -0.669
C  1.450  -0.161  0.998
H  0.509  1.912  2.319
H  -0.755  -0.484  1.391
H  0.068  -0.302  -1.064
H  -0.160  1.248  -0.798
H  -2.495  1.010  -0.278
H  -2.144  0.070  -1.735
H  -2.247  -0.762  -0.174
H  2.012  0.567  0.408
H  1.862  -0.131  2.008
H  1.690  -1.168  0.658
H  0.919  -2.874  -2.002
H  1.891  -1.730  -2.078
O  0.943  -1.911  -2.048

These are the Mulliken partial charges, in e, on atoms 1 to 6: -0.416 -0.015 0.209 -0.161 -0.856 -1.505

---

Record 3
A 2-piece molecular cluster, C4H12NO2 overall in a non-equilibrium geometry. Source: OMol25; level of theory: the ωB97M-V functional and the def2-TZVPD basis.

For the lowest unoccupied orbital energy, the calculation gives -3.08 eV. For the highest occupied orbital energy, the calculation gives -14.0 eV. Its frontier orbital gap is 10.890 eV. The total charge is +1.

Cartesian coordinates (Å):
C  -1.190  0.096  0.001
C  -0.094  -0.868  -0.562
C  0.411  -0.463  -1.955
C  0.815  0.982  -2.165
O  1.122  1.734  -1.278
N  -0.487  1.076  0.914
H  -1.511  0.650  -0.870
H  -1.898  -0.393  0.654
H  0.712  -0.870  0.189
H  -0.313  -1.937  -0.536
H  1.190  -1.125  -2.335
H  -0.482  -0.614  -2.581
H  0.884  1.247  -3.234
H  0.309  1.666  0.640
H  -0.122  0.495  1.679
H  -1.123  1.787  1.278
H  0.898  -1.863  3.316
H  0.327  -0.593  3.849
O  0.553  -1.010  2.996

These are the Mulliken partial charges, in e, on atoms 1 to 6: -0.681 -0.548 -0.758 0.082 -0.510 -0.229

---

Record 4
A 2-piece molecular cluster, C4H12NO2 overall in a non-equilibrium geometry. Source: OMol25; level of theory: the ωB97M-V functional and the def2-TZVPD basis.

For the lowest unoccupied orbital energy, the calculation gives -3.15 eV. For the highest occupied orbital energy, the calculation gives -14.8 eV. Its frontier orbital gap is 11.657 eV. The total charge is +1.

Cartesian coordinates (Å):
O  -1.097  0.274  -1.882
C  -0.300  -0.607  -2.050
C  0.632  -1.027  -0.924
N  0.130  -0.440  0.347
C  0.867  0.786  0.742
C  2.187  0.500  1.449
H  -0.242  -1.174  -2.975
H  0.518  -2.120  -0.877
H  1.683  -0.869  -1.024
H  0.145  -1.118  1.113
H  -0.861  -0.285  0.282
H  0.233  1.423  1.357
H  1.043  1.424  -0.113
H  2.815  -0.226  0.929
H  2.048  0.164  2.475
H  2.708  1.450  1.471
H  -2.763  1.000  0.923
H  -2.849  -0.141  1.913
O  -2.204  0.406  1.439

These are the Mulliken partial charges, in e, on atoms 1 to 6: -0.416 0.082 -0.652 -0.116 -0.471 -1.081

---

Record 5
A 3-piece molecular cluster, C4H12NO2 overall in a non-equilibrium geometry. Source: OMol25; level of theory: the ωB97M-V functional and the def2-TZVPD basis.

For the lowest unoccupied orbital energy (spin up / spin down), the calculation gives -11.39 / -14.10 eV. Its multiplicity is 2. For the highest occupied orbital energy (spin up / spin down), the calculation gives -14.9 / -14.9 eV. Its frontier orbital gap (spin up / spin down) is 3.474 / 0.761 eV. The total charge is +2.

Cartesian coordinates (Å):
C  1.886  2.923  -1.506
C  0.787  2.156  -0.888
C  0.591  2.150  0.447
N  -0.365  1.492  1.240
C  -1.528  1.106  0.840
H  1.983  2.701  -2.568
H  1.645  4.002  -1.583
H  2.822  2.770  -0.970
H  0.193  1.571  -1.588
H  1.246  2.808  1.016
H  -0.036  1.388  2.198
H  -2.156  0.330  1.264
H  -1.892  1.544  -0.086
H  -0.992  -5.890  2.256
H  -0.010  -7.040  1.757
O  -0.509  -6.687  2.539
H  -1.065  -0.958  -3.199
H  -0.457  -1.939  -2.326
O  -0.624  -0.994  -2.328

These are the Mulliken partial charges, in e, on atoms 1 to 6: -1.193 0.197 0.086 0.039 -0.026 0.390

---

Record 6
A 2-piece molecular cluster, C4H12NO2S2 overall in a non-equilibrium geometry. Source: OMol25; level of theory: the ωB97M-V functional and the def2-TZVPD basis.

For the lowest unoccupied orbital energy (spin up / spin down), the calculation gives 0.66 / -3.09 eV. Its multiplicity is 2. For the highest occupied orbital energy (spin up / spin down), the calculation gives -8.3 / -8.2 eV. Its frontier orbital gap (spin up / spin down) is 8.923 / 5.107 eV.

Cartesian coordinates (Å):
N  0.422  -1.128  -1.872
C  -0.222  0.167  -1.840
C  0.924  1.247  -1.901
O  1.745  1.089  -0.819
C  -1.101  0.504  -0.603
S  -1.811  -0.858  0.348
S  -0.308  -1.726  1.429
C  0.788  -0.396  1.941
H  -0.188  -1.893  -1.604
H  1.271  -1.122  -1.324
H  -0.837  0.270  -2.742
H  0.493  2.258  -1.900
H  1.512  1.016  -2.788
H  -0.522  1.145  0.081
H  -1.935  1.145  -0.908
H  0.255  0.405  2.448
H  1.279  0.086  1.089
H  1.546  -0.817  2.591
H  1.868  3.484  0.700
H  1.468  2.065  0.179
O  1.276  2.755  0.939

These are the Mulliken partial charges, in e, on atoms 1 to 6: -0.634 0.303 -0.671 -0.482 -0.554 -0.085

---

It is found that the relative energy (zero: lowest compared OMol25 entry of this formula, charge and spin) values, taken in the order of the records, are 401.4 135.5 121.1 124.4 231.4 0.0 kJ/mol.
It is found that the DFT total energy values, taken in the order of the records, are -9918.06973 -9920.82574 -9920.97530 -9920.94018 -9905.03681 -31595.57406 eV.
It is found that the M values, taken in the order of the records, are 106.14 106.14 106.14 106.14 106.14 170.28 u.